No. 1
C37H34N9O4RuSSe | ωB97M-V/def2-TZVPD

```
87
Properties=species:S:1:pos:R:3:forces:R:3
Ru -0.969 1.266 0.076 0.6 -0.3 -0.9
C 8.654 -8.414 -1.793 0.0 0.0 -0.1
O 7.792 -7.861 -2.786 -0.1 0.0 0.1
C 6.933 -6.896 -2.408 0.2 -0.1 0.0
C 6.042 -6.459 -3.390 -0.1 0.1 0.0
C 5.126 -5.476 -3.095 0.0 0.0 -0.1
C 5.076 -4.901 -1.822 -0.2 0.1 0.0
C 5.971 -5.340 -0.854 0.1 -0.1 0.1
C 6.900 -6.328 -1.137 -0.1 0.1 0.1
C 4.113 -3.855 -1.485 0.1 -0.1 -0.1
N 3.873 -3.385 -0.277 -0.1 0.1 0.0
C 2.917 -2.427 -0.456 0.1 -0.1 0.3
C 2.563 -2.305 -1.775 0.0 0.0 -0.3
N 3.342 -3.226 -2.432 -0.1 0.0 0.0
C 1.591 -1.376 -2.232 0.0 0.0 0.0
C 1.205 -1.198 -3.567 0.1 -0.1 0.0
C 0.252 -0.266 -3.854 -0.1 0.1 0.0
C -0.330 0.475 -2.825 0.1 0.0 0.1
N 0.018 0.349 -1.550 0.1 -0.5 -0.2
C 0.978 -0.573 -1.252 -0.1 0.2 -0.1
C 1.332 -0.687 0.123 0.0 0.1 0.0
N 0.683 0.149 0.978 -0.1 -0.3 0.7
C 0.986 0.016 2.268 0.1 0.0 -0.2
C 1.917 -0.899 2.763 0.0 0.1 0.1
C 2.581 -1.726 1.904 0.1 -0.1 0.0
C 2.294 -1.618 0.541 0.0 0.0 0.0
H 9.164 -9.243 -2.272 0.0 0.0 0.0
H 8.080 -8.782 -0.941 0.0 0.0 0.0
H 9.387 -7.677 -1.461 0.0 0.0 0.0
H 6.087 -6.914 -4.370 0.0 0.0 0.0
H 4.434 -5.177 -3.874 0.0 0.0 0.0
H 5.940 -4.894 0.131 0.0 0.0 0.0
H 7.595 -6.640 -0.371 0.0 0.0 0.0
H 3.366 -3.417 -3.417 0.0 0.0 0.0
H 1.654 -1.790 -4.355 0.0 0.0 0.0
H -0.077 -0.093 -4.869 0.0 0.0 0.0
H -1.108 1.178 -3.032 -0.1 0.0 0.0
H 0.494 0.667 2.957 -0.1 0.0 0.1
H 2.093 -0.935 3.829 0.0 0.0 0.0
H 3.312 -2.451 2.237 0.0 0.0 0.0
C -4.461 6.696 3.001 0.0 0.0 0.0
O -4.651 6.795 1.592 0.1 0.0 0.0
C -4.179 5.825 0.810 -0.1 0.0 0.1
C -4.318 6.059 -0.581 0.0 0.0 0.0
C -3.839 5.140 -1.453 0.0 -0.1 0.0
C -3.203 3.942 -1.007 0.1 0.3 -0.1
C -2.699 2.978 -1.902 -0.1 -0.3 0.0
C -2.884 3.128 -3.389 -0.1 0.0 0.0
O -2.122 1.913 -1.527 0.0 0.2 -0.1
C -3.119 3.695 0.383 0.1 -0.3 0.2
O -2.625 2.582 0.865 -0.3 0.0 0.2
C -3.606 4.657 1.284 0.0 0.0 0.0
H -4.796 7.640 3.415 0.0 0.0 0.0
H -3.404 6.547 3.232 0.0 0.0 0.0
H -5.057 5.882 3.416 0.0 0.0 0.0
H -4.809 6.964 -0.910 0.0 0.0 0.0
H -3.964 5.321 -2.510 0.0 0.0 0.0
H -2.846 4.165 -3.706 0.0 0.0 0.0
H -3.858 2.722 -3.673 0.0 0.0 0.0
H -2.123 2.574 -3.930 0.0 0.0 0.0
H -3.538 4.441 2.340 0.0 0.0 0.0
Se 0.545 4.847 -0.103 0.2 0.1 -0.2
N 0.127 5.560 1.446 0.0 -0.1 0.0
C -0.273 4.582 2.241 0.1 0.1 0.1
C -0.787 4.701 3.572 0.1 0.1 -0.1
C -1.270 3.577 4.152 0.0 -0.1 0.0
C -1.249 2.327 3.447 0.1 0.1 0.1
N -0.725 2.164 2.269 0.0 0.7 0.3
C -0.222 3.283 1.666 0.0 -0.3 0.2
N 0.211 3.175 0.418 -0.6 0.2 0.1
H -0.801 5.663 4.069 0.0 0.0 0.0
H -1.685 3.600 5.150 0.0 0.0 0.0
H -1.678 1.444 3.913 0.0 0.0 0.0
C -3.601 -3.231 1.189 0.0 0.1 0.0
N -4.062 -1.895 1.557 0.1 -0.1 -0.1
C -3.483 -0.748 1.199 0.0 -0.1 -0.1
S -2.020 -0.833 0.274 -0.3 0.2 -0.1
N -4.050 0.395 1.544 -0.1 0.0 0.2
C -5.292 0.498 2.296 0.0 0.0 0.0
H -3.943 -3.931 1.947 0.0 0.0 0.0
H -2.515 -3.251 1.159 0.0 0.0 0.0
H -3.992 -3.530 0.217 0.0 0.0 0.0
H -4.959 -1.837 2.010 0.0 0.0 0.1
H -3.565 1.267 1.315 0.0 0.0 -0.2
H -5.161 0.224 3.345 0.0 0.0 0.0
H -6.079 -0.120 1.860 0.0 0.0 0.0
H -5.629 1.530 2.243 0.0 0.0 0.0
```
Positions in Å, forces in eV/Å.

Properties
Spin multiplicity: 2
Orbital gap (alpha / beta): 5.1 / 5.1 eV
Maximum force: 1.11 eV Å⁻¹
HOMO (alpha / beta): -11.6473 / -11.6472 eV
Lowest unoccupied orbital energy (alpha / beta): -6.6 / -6.6 eV
Net charge: +2
ΔE to the lowest compared entry with this formula, charge and spin: 82.6 kJ/mol

=====

No. 2
C37H35As2N4O2PtS | ωB97M-V/def2-TZVPD

```
82
Properties=species:S:1:pos:R:3:forces:R:3
Pt 0.821 0.398 -0.340 0.1 0.1 -0.6
C -2.114 0.098 1.120 0.1 0.0 0.1
C -1.430 -0.189 2.456 0.0 0.0 -0.1
As 0.525 0.186 2.457 0.0 -0.2 0.1
C 1.201 -1.671 2.576 -0.1 0.1 0.1
C 0.566 -2.639 3.347 0.1 -0.1 0.1
C 1.070 -3.930 3.434 0.0 0.1 0.0
C 2.235 -4.265 2.757 0.0 0.0 0.0
C 2.891 -3.299 2.004 0.0 -0.1 0.0
C 2.376 -2.012 1.911 -0.1 0.0 -0.1
C 0.638 0.500 4.435 0.0 0.1 0.0
C -0.112 1.543 4.982 0.0 0.0 0.1
C 0.036 1.922 6.310 0.0 0.0 -0.1
C 0.961 1.275 7.118 0.0 0.0 0.0
C 1.733 0.254 6.584 0.0 0.0 -0.1
C 1.575 -0.127 5.255 -0.1 0.0 0.1
As -1.291 -0.938 -0.333 0.0 0.6 0.1
C -1.807 -2.729 0.244 0.2 0.0 0.0
C -0.821 -3.687 0.445 0.0 0.0 0.0
C -1.156 -4.963 0.888 0.0 0.0 0.0
C -2.483 -5.285 1.128 0.0 0.1 0.0
C -3.477 -4.330 0.922 0.0 0.0 0.0
C -3.140 -3.059 0.481 0.0 -0.1 0.0
C -2.631 -0.670 -1.719 0.1 -0.1 -0.1
C -3.390 0.494 -1.769 0.0 0.0 0.0
C -4.312 0.686 -2.792 0.1 0.0 0.0
C -4.472 -0.278 -3.776 0.1 0.0 0.0
C -3.703 -1.436 -3.739 0.0 0.1 0.0
C -2.783 -1.628 -2.719 -0.1 0.1 0.0
H -1.960 1.140 0.823 0.0 -0.1 0.1
H -3.187 -0.097 1.185 -0.1 -0.1 0.0
H -1.575 -1.227 2.757 -0.1 0.0 0.0
H -1.872 0.430 3.236 0.0 0.1 0.1
H -0.328 -2.388 3.906 0.0 0.0 0.0
H 0.547 -4.673 4.024 0.0 0.0 0.0
H 2.628 -5.273 2.815 0.0 0.0 0.0
H 3.803 -3.550 1.475 0.0 0.0 0.0
H 2.864 -1.272 1.287 0.0 0.0 0.0
H -0.824 2.077 4.360 0.0 0.0 0.0
H -0.566 2.729 6.711 0.0 0.0 0.0
H 1.082 1.568 8.153 0.0 0.0 0.0
H 2.465 -0.252 7.203 0.0 0.0 0.0
H 2.185 -0.930 4.860 0.0 0.0 0.0
H 0.218 -3.431 0.265 0.0 0.0 0.0
H -0.378 -5.699 1.050 0.0 0.0 0.0
H -2.749 -6.277 1.473 0.0 0.0 0.0
H -4.515 -4.580 1.103 0.0 0.0 0.0
H -3.919 -2.326 0.307 0.0 0.0 0.0
H -3.249 1.268 -1.025 0.0 0.0 0.0
H -4.889 1.602 -2.828 0.0 0.0 0.0
H -5.180 -0.121 -4.580 0.0 0.0 0.0
H -3.805 -2.181 -4.518 0.0 0.0 0.0
H -2.170 -2.521 -2.709 0.0 0.0 0.0
N 5.710 2.674 -4.738 -0.1 0.1 0.1
C 4.397 2.251 -4.487 0.1 0.0 0.0
C 3.316 3.064 -4.824 0.0 0.1 0.0
C 2.019 2.666 -4.546 0.0 -0.2 0.0
C 1.790 1.443 -3.922 0.1 0.1 0.0
C 2.862 0.629 -3.579 0.0 0.1 0.1
C 4.157 1.032 -3.859 0.0 -0.1 0.0
S 0.154 0.874 -3.560 -0.2 0.0 -0.1
O 0.275 -0.550 -3.375 -0.1 -0.1 -0.1
O -0.720 1.344 -4.604 0.0 0.0 0.0
N -0.256 1.467 -2.113 0.4 0.1 0.6
C -0.534 2.786 -1.909 -0.1 -0.3 -0.3
N -0.425 3.684 -2.909 0.1 0.1 0.1
C -0.712 4.944 -2.625 0.0 -0.1 -0.1
C -1.119 5.369 -1.375 0.0 0.0 0.1
C -1.218 4.364 -0.421 0.0 0.1 0.1
N -0.943 3.099 -0.660 -0.1 0.0 0.1
H 5.804 3.343 -5.484 0.0 0.0 0.0
H 6.389 1.935 -4.798 0.0 0.0 0.0
H 3.499 4.019 -5.306 0.0 0.0 0.0
H 1.175 3.288 -4.807 0.0 0.0 0.0
H 2.665 -0.308 -3.076 0.0 0.0 0.0
H 4.994 0.400 -3.580 0.0 0.0 0.0
H -0.608 5.650 -3.445 0.0 0.0 0.0
H -1.344 6.404 -1.157 0.0 0.0 0.0
H -1.538 4.594 0.593 0.0 0.0 0.0
C 2.441 1.442 -0.161 -0.3 -0.3 -0.1
H 2.716 1.961 0.760 0.0 0.1 0.0
H 2.922 1.895 -1.035 0.1 0.0 0.1
```
Positions in Å, forces in eV/Å.

Properties
Orbital gap (alpha / beta): 6.0 / 5.8 eV
Maximum force: 0.69 eV Å⁻¹
HOMO (alpha / beta): -3.3765 / -3.1647 eV
Lowest unoccupied orbital energy (alpha / beta): 2.6 / 2.6 eV
Net charge: -1
ΔE to the lowest compared entry with this formula, charge and spin: 68.6 kJ/mol

=====

No. 3
C37H35AsCl3CoO5P | ωB97M-V/def2-TZVPD

```
83
Properties=species:S:1:pos:R:3:forces:R:3
Co -2.729 -0.483 1.705 -0.5 -0.5 -0.2
Cl -3.943 3.493 2.146 0.0 0.0 0.1
C -3.708 2.278 3.407 -0.1 0.1 0.0
Cl -2.113 1.504 3.273 0.0 0.1 0.0
H -4.457 1.505 3.286 0.0 0.0 0.0
H -3.758 2.770 4.370 0.0 0.0 0.0
O -3.224 -1.699 3.212 0.2 0.2 -0.1
C -3.668 -2.602 2.431 0.1 -0.1 0.0
O -3.548 -2.532 1.197 0.0 0.0 0.0
H -4.164 -3.469 2.891 0.0 0.0 0.0
C -3.594 0.510 -4.471 0.0 0.0 0.0
C -3.154 1.624 -3.567 -0.1 0.0 0.0
C -2.093 2.452 -3.894 0.0 0.0 0.0
C -1.688 3.456 -3.026 -0.1 -0.1 0.0
Cl -0.324 4.453 -3.447 -0.7 0.3 -0.4
C -2.345 3.660 -1.830 0.0 0.0 0.0
C -3.412 2.839 -1.491 0.0 0.1 0.0
C -3.808 1.823 -2.346 0.2 0.0 -0.1
O -4.817 0.939 -2.082 -0.1 0.1 0.0
C -5.318 0.857 -0.770 0.2 -0.1 -0.1
C -4.270 0.416 0.226 -0.1 0.3 0.3
O -4.611 0.190 1.425 0.1 0.0 -0.1
O -3.063 0.308 -0.102 0.3 -0.1 0.2
H -2.932 0.429 -5.332 0.0 0.0 0.0
H -4.613 0.674 -4.826 0.0 0.0 0.0
H -3.592 -0.437 -3.930 0.0 0.0 0.0
H -1.567 2.306 -4.828 0.0 0.0 0.0
H -2.020 4.442 -1.157 0.0 0.0 0.0
H -3.893 2.985 -0.535 0.0 0.0 0.0
H -6.109 0.109 -0.786 0.0 0.0 0.0
H -5.749 1.800 -0.420 0.0 0.0 0.0
C 0.713 -0.035 1.932 -0.1 0.0 -0.1
C 2.130 -0.538 1.682 0.0 0.0 0.0
As 3.447 0.891 2.059 0.0 0.0 -0.1
C 2.991 1.957 0.476 -0.1 0.0 0.0
C 3.410 1.633 -0.812 0.0 0.0 0.0
C 2.951 2.359 -1.903 0.0 -0.1 0.1
C 2.042 3.394 -1.725 0.3 0.0 0.0
C 1.618 3.723 -0.446 0.0 0.0 0.0
C 2.106 3.020 0.648 0.0 -0.1 0.1
C 5.052 0.019 1.367 0.0 0.0 0.0
C 5.139 -1.352 1.146 0.0 0.0 0.0
C 6.324 -1.920 0.693 0.0 0.0 0.0
C 7.433 -1.124 0.455 0.0 0.0 0.0
C 7.356 0.246 0.676 0.0 0.0 0.0
C 6.176 0.809 1.136 0.0 0.0 0.0
P -0.624 -1.138 1.314 0.2 0.1 0.0
C -0.461 -1.164 -0.490 -0.1 0.0 0.0
C 0.252 -0.211 -1.209 0.0 0.0 0.0
C 0.190 -0.202 -2.597 0.0 0.0 0.0
C -0.579 -1.138 -3.269 0.0 0.0 0.0
C -1.301 -2.085 -2.554 0.0 0.0 0.0
C -1.253 -2.090 -1.171 0.0 0.0 0.0
C -0.080 -2.766 1.895 0.0 0.0 0.1
C -0.332 -3.090 3.228 0.0 0.0 0.0
C 0.150 -4.277 3.759 0.0 0.0 0.0
C 0.877 -5.149 2.960 0.0 0.0 0.0
C 1.125 -4.833 1.632 0.0 0.0 0.0
C 0.652 -3.643 1.098 0.0 0.0 0.0
H 0.535 0.942 1.472 0.0 0.0 0.0
H 0.536 0.095 3.003 0.0 0.0 0.0
H 2.259 -0.863 0.647 0.0 0.0 0.0
H 2.333 -1.387 2.336 0.0 0.0 0.0
H 4.095 0.807 -0.967 0.0 0.0 0.0
H 3.291 2.103 -2.899 0.0 0.0 0.0
H 1.666 3.943 -2.580 0.4 -0.2 0.4
H 0.913 4.531 -0.298 0.0 0.0 0.0
H 1.786 3.294 1.648 0.0 0.0 0.0
H 4.282 -1.991 1.318 0.0 0.0 0.0
H 6.376 -2.988 0.524 0.0 0.0 0.0
H 8.354 -1.566 0.099 0.0 0.0 0.0
H 8.219 0.874 0.495 0.0 0.0 0.0
H 6.126 1.879 1.308 0.0 0.0 0.0
H 0.853 0.539 -0.711 0.0 0.0 0.0
H 0.742 0.549 -3.146 0.0 0.0 0.0
H -0.628 -1.122 -4.350 0.0 0.0 0.0
H -1.914 -2.810 -3.073 0.0 0.0 0.0
H -1.855 -2.794 -0.607 0.0 0.0 0.0
H -0.925 -2.418 3.838 0.0 0.0 0.0
H -0.051 -4.524 4.793 0.0 0.0 0.0
H 1.245 -6.079 3.373 0.0 0.0 0.0
H 1.691 -5.513 1.009 0.0 0.0 0.0
H 0.850 -3.396 0.063 0.0 0.0 0.0
```
Positions in Å, forces in eV/Å.

Properties
Spin multiplicity: 2
Orbital gap (alpha / beta): 8.5 / 8.8 eV
Maximum force: 0.84 eV Å⁻¹
HOMO (alpha / beta): -8.2248 / -8.2301 eV
Lowest unoccupied orbital energy (alpha / beta): 0.3 / 0.6 eV
Net charge: 0
ΔE to the lowest compared entry with this formula, charge and spin: 0.0 kJ/mol